No. 1
DFT (ωB97M-V with the def2-TZVPD basis set) results for a structure of composition C19H23F3N2ORuS.

Positions of all 50 atoms, in Å:
Ru (0.040, -0.311, 0.399)
C (1.482, 2.622, 0.937)
C (0.530, 3.268, -0.074)
C (0.263, 4.722, 0.301)
C (-0.726, 2.432, -0.207)
C (-0.702, 1.329, -1.089)
C (-1.816, 0.501, -1.241)
C (-2.981, 0.731, -0.494)
C (-4.177, -0.164, -0.657)
C (-2.996, 1.834, 0.347)
C (-1.891, 2.673, 0.495)
H (2.465, 3.096, 0.910)
H (1.660, 1.555, 0.725)
H (1.089, 2.705, 1.951)
H (1.024, 3.252, -1.051)
H (-0.154, 4.803, 1.307)
H (-0.431, 5.191, -0.396)
H (1.193, 5.289, 0.288)
H (0.123, 1.223, -1.784)
H (-1.799, -0.283, -1.987)
H (-3.908, -1.205, -0.468)
H (-4.567, -0.109, -1.674)
H (-4.975, 0.116, 0.028)
H (-3.898, 2.051, 0.907)
H (-1.959, 3.522, 1.162)
F (0.893, -5.138, -1.393)
C (0.916, -4.415, -2.524)
F (1.618, -5.102, -3.431)
F (-0.348, -4.325, -2.966)
C (1.508, -3.051, -2.285)
C (2.682, -2.659, -2.891)
C (3.221, -1.399, -2.626)
C (2.551, -0.568, -1.761)
N (1.399, -0.934, -1.184)
C (0.879, -2.153, -1.414)
S (-0.576, -2.376, -0.477)
H (3.186, -3.337, -3.566)
H (4.143, -1.078, -3.089)
H (2.920, 0.421, -1.516)
N (1.498, -2.558, 3.503)
C (0.813, -1.768, 2.694)
O (1.315, -1.405, 1.596)
C (-0.563, -1.275, 3.043)
C (-0.724, 0.030, 2.257)
H (2.404, -2.900, 3.225)
H (1.118, -2.853, 4.386)
H (-0.684, -1.177, 4.125)
H (-1.272, -2.034, 2.700)
H (-0.053, 0.781, 2.693)
H (-1.735, 0.436, 2.265)

## Properties
Energy relative to the best compared isomer or geometry (same formula, charge and spin)   13.03 kcal/mol
Spin multiplicity   2
⟨S²⟩   0.760
Electronic energy   -1715.05279 a.u.
Charge   +1
Frontier orbital gap (alpha / beta)   7.560 / 6.977 eV

No. 2
DFT (ωB97M-V with the def2-TZVPD basis set) results for a structure of composition C19H23F4N2Ti.

Positions of all 49 atoms, in Å:
Ti (0.810, 0.345, -0.001)
C (1.296, 2.207, 3.035)
C (1.832, 1.464, 1.847)
C (1.946, 2.144, 0.578)
C (2.784, 1.561, -0.422)
C (3.105, 0.226, -0.363)
C (2.621, -0.573, 0.726)
C (2.164, 0.131, 1.899)
H (2.044, 2.922, 3.382)
H (1.062, 1.532, 3.857)
H (0.402, 2.779, 2.781)
H (1.687, 3.191, 0.510)
H (3.058, 2.149, -1.287)
H (3.650, -0.237, -1.173)
H (2.909, -1.609, 0.803)
H (2.024, -0.425, 2.815)
C (0.349, -2.920, 2.238)
C (-0.496, -1.688, 2.485)
N (-0.807, -0.873, 1.279)
C (-1.658, 0.257, 1.725)
C (-1.704, 1.378, 0.700)
C (-1.531, -1.717, 0.277)
C (-0.585, -2.049, -0.857)
N (-0.097, -0.764, -1.378)
C (-0.629, -0.246, -2.546)
C (-0.359, 1.104, -2.781)
F (0.362, 1.728, -1.788)
C (-0.778, 1.831, -3.867)
F (-0.441, 3.118, -3.951)
C (-1.548, 1.220, -4.836)
C (-1.855, -0.110, -4.641)
F (-2.597, -0.753, -5.540)
C (-1.424, -0.836, -3.537)
F (-1.772, -2.132, -3.488)
H (0.557, -3.392, 3.198)
H (1.299, -2.677, 1.766)
H (-0.158, -3.657, 1.617)
H (-0.004, -1.028, 3.200)
H (-1.450, -1.983, 2.940)
H (-1.232, 0.641, 2.653)
H (-2.667, -0.098, 1.959)
H (-0.725, 1.874, 0.573)
H (-2.356, 2.178, 1.049)
H (-2.065, 1.053, -0.277)
H (-2.369, -1.142, -0.122)
H (-1.947, -2.604, 0.761)
H (-1.076, -2.658, -1.608)
H (0.267, -2.619, -0.486)
H (-1.897, 1.757, -5.705)

## Properties
Energy relative to the best compared isomer or geometry (same formula, charge and spin)   0.24 kcal/mol
Electronic energy   -2096.02795 a.u.
Charge   +1
Frontier orbital gap (alpha / beta)   7.693 / 7.694 eV

No. 3
DFT (ωB97M-V with the def2-TZVPD basis set) results for a cluster of 2 separate species, C19H23F5N2O4P in total.

Positions of all 54 atoms, in Å:
C (1.502, 1.739, 4.664)
C (1.915, 1.657, 3.540)
C (2.341, 1.662, 2.140)
C (1.263, 1.134, 1.134)
C (0.404, 2.286, 0.607)
C (-0.874, 2.523, 1.439)
C (-2.186, 2.414, 0.633)
C (-2.657, 0.982, 0.420)
F (-1.822, 0.355, -0.463)
F (-2.714, 0.272, 1.556)
C (-4.049, 0.912, -0.255)
F (-5.002, 1.468, 0.503)
F (-4.024, 1.570, -1.430)
F (-4.398, -0.355, -0.504)
C (2.052, 0.402, 0.013)
O (2.454, -0.792, 0.566)
P (1.201, -1.439, 1.654)
N (0.249, -2.041, 0.217)
C (-0.205, -2.067, 2.823)
C (-0.485, -1.238, 3.995)
C (-0.760, -0.546, 4.944)
O (0.445, 0.135, 1.648)
H (1.233, 1.660, 5.689)
H (2.582, 2.695, 1.877)
H (3.261, 1.085, 2.041)
H (0.130, 2.062, -0.429)
H (0.977, 3.214, 0.569)
H (-0.910, 1.875, 2.315)
H (-0.863, 3.551, 1.811)
H (-1.996, 2.801, -0.370)
H (-2.982, 2.985, 1.110)
H (1.319, 0.273, -0.807)
H (2.891, 1.006, -0.352)
H (1.807, -2.751, 1.679)
H (2.006, -1.075, 2.787)
H (-0.295, -1.317, -0.237)
H (0.921, -2.445, -0.421)
H (0.023, -3.080, 3.160)
H (-1.119, -2.131, 2.234)
H (-1.158, -0.043, 5.791)
C (-1.023, -0.900, -5.036)
C (0.229, -0.520, -5.502)
C (1.374, -0.976, -4.870)
C (1.241, -1.817, -3.780)
C (0.005, -2.202, -3.295)
C (-1.134, -1.735, -3.932)
N (2.451, -2.311, -3.100)
O (3.529, -1.907, -3.495)
O (2.283, -3.079, -2.182)
H (-1.916, -0.540, -5.531)
H (0.314, 0.136, -6.359)
H (2.352, -0.682, -5.219)
H (-0.073, -2.842, -2.427)
H (-2.109, -2.021, -3.561)

## Properties
Energy relative to the best compared isomer or geometry (same formula, charge and spin)   0.00 kcal/mol
Electronic energy   -1988.79578 a.u.
Charge   -1
Frontier orbital gap   6.528 eV

No. 4
DFT (ωB97M-V with the def2-TZVPD basis set) results for an isolated molecule of C19H23FN2O4S2.

Positions of all 51 atoms, in Å:
C (-4.890, -2.725, 1.607)
H (-5.048, -2.353, 2.625)
O (-5.051, -1.704, 0.653)
C (-4.221, -0.625, 0.708)
C (-4.430, 0.355, -0.263)
C (-3.637, 1.482, -0.303)
C (-2.623, 1.668, 0.629)
C (-2.418, 0.692, 1.594)
C (-3.204, -0.446, 1.640)
H (-3.010, -1.184, 2.403)
H (-1.624, 0.810, 2.318)
C (-1.694, 2.854, 0.552)
N (-0.336, 2.387, 0.335)
C (0.138, 2.147, -0.897)
O (-0.382, 2.534, -1.925)
C (1.434, 1.312, -0.883)
N (2.489, 1.905, -0.089)
S (2.710, 1.315, 1.446)
O (3.739, 2.102, 2.049)
O (1.457, 1.197, 2.146)
C (3.357, -0.302, 1.035)
C (2.585, -1.448, 0.993)
C (3.126, -2.657, 0.583)
C (4.459, -2.707, 0.218)
C (5.245, -1.564, 0.265)
C (4.690, -0.363, 0.670)
H (5.266, 0.546, 0.721)
H (6.285, -1.610, -0.018)
H (4.885, -3.643, -0.107)
H (2.495, -3.530, 0.545)
F (1.291, -1.409, 1.342)
H (2.628, 2.897, -0.189)
C (1.921, 0.998, -2.299)
C (0.987, 0.031, -3.017)
H (0.005, 0.477, -3.153)
H (1.402, -0.238, -3.987)
S (0.750, -1.535, -2.103)
C (-0.942, -1.314, -1.477)
H (-1.017, -0.401, -0.894)
H (-1.154, -2.171, -0.846)
H (-1.634, -1.288, -2.314)
H (2.922, 0.569, -2.230)
H (1.970, 1.923, -2.877)
H (1.198, 0.366, -0.385)
H (0.131, 1.953, 1.127)
H (-1.965, 3.495, -0.290)
H (-1.714, 3.433, 1.478)
H (-3.801, 2.224, -1.069)
H (-5.221, 0.203, -0.981)
H (-5.650, -3.468, 1.374)
H (-3.900, -3.187, 1.539)

## Properties
Energy relative to the best compared isomer or geometry (same formula, charge and spin)   0.29 kcal/mol
Electronic energy   -2044.52695 a.u.
Frontier orbital gap   8.845 eV
Structure (SMILES)   COc1ccc(CNC(=O)[C@@H](CCSC)NS(=O)(=O)c2ccccc2F)cc1

No. 5
DFT (ωB97M-V with the def2-TZVPD basis set) results for a structure of composition C19H23ILuN5O3S2.

Positions of all 54 atoms, in Å:
C (2.384, 0.153, -3.697)
I (0.932, -3.024, -2.452)
H (2.745, 1.041, -4.253)
H (1.611, -0.394, -4.261)
H (3.232, -0.523, -3.499)
C (1.902, -2.137, 2.310)
C (3.120, -1.712, 1.933)
N (3.006, -1.235, 0.645)
C (1.729, -1.330, 0.209)
N (1.052, -1.899, 1.253)
H (1.567, -2.592, 3.223)
H (4.039, -1.726, 2.489)
C (-3.181, -0.412, -4.152)
C (-1.239, -0.063, -3.021)
N (-2.328, -0.887, -3.180)
H (-2.957, 1.367, -5.414)
N (-1.429, 0.892, -3.971)
H (-4.115, -0.879, -4.383)
Lu (0.064, -0.664, -1.136)
C (1.815, 0.601, -2.419)
O (1.914, 1.613, -1.776)
C (-2.607, 0.697, -4.660)
C (-0.547, 2.020, -4.188)
H (-1.105, 2.775, -4.754)
H (0.347, 1.748, -4.768)
H (-0.235, 2.439, -3.224)
C (-2.641, -2.013, -2.332)
H (-3.275, -2.725, -2.880)
H (-3.181, -1.681, -1.427)
H (-1.714, -2.553, -2.043)
C (-0.359, -2.225, 1.297)
H (-0.474, -3.314, 1.436)
H (-0.949, -1.959, 0.381)
H (-0.826, -1.711, 2.155)
C (4.038, -0.608, -0.149)
H (3.979, -0.978, -1.182)
H (5.024, -0.838, 0.265)
H (3.904, 0.483, -0.157)
O (2.130, 2.341, 4.155)
S (1.348, 1.179, 3.829)
O (1.712, -0.070, 4.467)
N (1.047, 0.991, 2.189)
C (-0.228, 1.190, 1.880)
S (-0.858, 1.210, 0.279)
C (-1.111, 1.450, 3.013)
C (-2.496, 1.567, 3.106)
C (-3.075, 1.832, 4.348)
C (-2.277, 1.940, 5.507)
C (-0.889, 1.752, 5.425)
C (-0.350, 1.506, 4.179)
H (-3.094, 1.451, 2.203)
H (-4.155, 1.958, 4.433)
H (-2.727, 2.161, 6.479)
H (-0.221, 1.796, 6.291)

## Properties
Electronic energy   -3566.82518 a.u.
Charge   -2
Frontier orbital gap (alpha / beta)   2.215 / 3.237 eV

No. 6
DFT (ωB97M-V with the def2-TZVPD basis set) results for a structure of composition C19H23IN2O3PPdS2Se.

Positions of all 53 atoms, in Å:
Pd (-0.147, 0.093, 0.054)
C (-2.592, -3.793, -2.927)
C (-2.501, -3.087, -1.593)
O (-2.733, -1.657, -1.714)
P (-1.645, -0.669, -2.300)
S (0.214, -1.275, -1.958)
S (-1.960, 1.085, -1.448)
O (-1.871, -0.692, -3.871)
C (-3.177, -0.641, -4.493)
C (-3.791, 0.740, -4.466)
H (-2.452, -4.865, -2.777)
H (-1.818, -3.444, -3.612)
H (-3.566, -3.640, -3.392)
H (-1.531, -3.234, -1.122)
H (-3.270, -3.428, -0.905)
H (-3.822, -1.374, -4.006)
H (-2.997, -0.966, -5.515)
H (-4.060, 1.043, -3.455)
H (-4.695, 0.739, -5.077)
H (-3.097, 1.477, -4.872)
Se (2.592, -2.195, 0.408)
N (2.098, -0.543, 0.717)
C (3.190, 0.176, 0.877)
C (3.216, 1.584, 1.217)
C (4.410, 2.181, 1.339)
C (5.667, 1.464, 1.150)
C (5.692, 0.155, 0.871)
C (4.431, -0.548, 0.737)
N (4.309, -1.834, 0.490)
H (2.282, 2.102, 1.400)
H (4.448, 3.230, 1.607)
H (6.597, 2.008, 1.255)
H (6.617, -0.392, 0.743)
C (0.701, 3.216, -0.841)
O (1.025, 1.832, -1.019)
H (1.087, 3.800, -1.677)
H (1.099, 3.598, 0.100)
H (-0.379, 3.295, -0.817)
H (1.982, 1.739, -0.991)
C (-0.732, -1.483, 0.974)
C (-0.728, -2.359, 1.805)
C (-0.847, -3.374, 2.831)
C (-2.104, -3.769, 3.284)
C (-2.226, -4.729, 4.277)
C (-1.092, -5.305, 4.835)
C (0.164, -4.915, 4.393)
C (0.285, -3.958, 3.396)
H (-2.984, -3.310, 2.851)
H (-3.209, -5.025, 4.620)
H (-1.188, -6.052, 5.612)
H (1.053, -5.355, 4.826)
H (1.265, -3.649, 3.054)
I (-0.796, 1.543, 2.105)

## Properties
Energy relative to the best compared isomer or geometry (same formula, charge and spin)   4.25 kcal/mol
Spin multiplicity   2
⟨S²⟩   0.758
Electronic energy   -5037.78033 a.u.
Frontier orbital gap (alpha / beta)   6.907 / 6.683 eV

| no. | F_max (eV/Å) |
| --- | --- |
| 1 | 0.5 |
| 2 | 0.3 |
| 3 | 1.5 |
| 4 | 0.8 |
| 5 | 5.5 |
| 6 | 1.1 |